Record 1
DFT (ωB97M-V with the def2-TZVPD basis set) results for a molecular structure, C36H90F4K2N2O26S4.

Properties
Relative energy (zero: lowest compared OMol25 entry of this formula, charge and spin) ... 0.0000 eV
Multiplicity ... 1
Net charge ... 0
HOMO level ... -8.10 eV
Gap between HOMO and LUMO ... 6.72 eV

Atoms and positions in Å:
1 K 1.900 1.002 -2.838
2 K 1.598 3.396 0.151
3 N 0.297 1.067 -0.588
4 S -1.344 1.545 -0.770
5 O -1.646 2.862 -0.346
6 O -2.249 0.468 -0.629
7 F -1.232 1.577 -2.374
8 S 0.072 0.245 0.760
9 O -0.362 -1.103 0.648
10 O -0.186 1.001 1.931
11 F 1.692 0.061 0.983
12 N 0.935 -0.578 6.635
13 S 0.277 -0.226 5.189
14 O 1.044 -0.586 4.047
15 O -0.506 0.958 5.207
16 F -0.826 -1.354 5.246
17 S 1.809 0.717 6.933
18 O 1.142 1.769 7.632
19 O 2.694 1.086 5.849
20 F 2.862 0.140 7.994
21 C 9.003 -2.007 1.725
22 O 7.691 -2.358 2.096
23 C 6.738 -1.394 1.743
24 C 5.443 -1.675 2.430
25 O 4.754 -2.725 1.779
26 C 3.410 -2.774 2.218
27 H 9.627 -2.878 1.913
28 H 9.377 -1.152 2.298
29 H 9.049 -1.773 0.653
30 H 6.592 -1.380 0.648
31 H 7.104 -0.374 1.947
32 H 4.827 -0.770 2.452
33 H 5.690 -1.961 3.460
34 H 3.355 -2.899 3.304
35 H 2.952 -3.615 1.693
36 H 2.724 -1.942 1.995
37 C -4.528 5.182 -7.049
38 O -4.300 4.334 -5.942
39 C -5.473 3.734 -5.480
40 C -5.148 2.891 -4.277
41 O -5.158 3.745 -3.140
42 C -4.421 3.210 -2.077
43 H -4.856 4.609 -7.928
44 H -3.619 5.727 -7.276
45 H -5.368 5.851 -6.821
46 H -5.939 3.092 -6.243
47 H -6.228 4.461 -5.149
48 H -4.139 2.465 -4.410
49 H -5.784 2.013 -4.116
50 H -4.769 2.207 -1.793
51 H -4.463 3.910 -1.245
52 H -3.351 3.093 -2.303
53 C 0.642 -8.596 4.932
54 O 0.126 -8.446 3.630
55 C 0.566 -7.280 2.939
56 C -0.008 -6.000 3.503
57 O 0.470 -4.978 2.634
58 C 0.160 -3.678 3.107
59 H 1.570 -9.183 4.962
60 H -0.111 -9.113 5.526
61 H 0.867 -7.625 5.383
62 H 0.118 -7.409 1.953
63 H 1.654 -7.317 2.852
64 H 0.321 -5.760 4.519
65 H -1.102 -6.029 3.450
66 H 0.525 -2.955 2.376
67 H 0.607 -3.454 4.078
68 H -0.924 -3.525 3.109
69 C 3.248 6.496 0.304
70 O 3.777 5.230 0.630
71 C 4.691 5.306 1.720
72 C 4.981 3.920 2.218
73 O 3.751 3.306 2.475
74 C 3.851 1.934 2.856
75 H 2.651 6.433 -0.600
76 H 4.017 7.276 0.264
77 H 2.576 6.820 1.115
78 H 4.387 6.019 2.495
79 H 5.608 5.741 1.290
80 H 5.597 3.897 3.123
81 H 5.506 3.385 1.409
82 H 4.199 1.335 2.003
83 H 2.849 1.615 3.131
84 H 4.525 1.787 3.702
85 C 0.763 3.859 3.821
86 O 0.247 4.336 2.585
87 C -0.266 5.632 2.667
88 C -0.935 6.027 1.376
89 O -0.006 6.056 0.301
90 C -0.702 6.120 -0.914
91 H -0.022 3.604 4.539
92 H 1.540 4.495 4.247
93 H 1.199 2.880 3.616
94 H 0.558 6.360 2.782
95 H -0.977 5.815 3.480
96 H -1.391 7.019 1.503
97 H -1.787 5.378 1.138
98 H -0.073 5.897 -1.774
99 H -1.180 7.102 -1.093
100 H -1.609 5.499 -0.921
101 C 3.906 -0.866 -5.238
102 O 3.055 0.234 -5.477
103 C 1.837 -0.118 -6.098
104 C 0.959 1.084 -6.254
105 O 0.232 1.332 -5.049
106 C -0.668 2.403 -5.263
107 H 4.244 -1.320 -6.184
108 H 3.410 -1.673 -4.691
109 H 4.815 -0.527 -4.748
110 H 1.292 -0.872 -5.508
111 H 2.035 -0.615 -7.057
112 H 0.203 0.935 -7.035
113 H 1.533 1.953 -6.599
114 H -0.241 3.234 -5.827
115 H -1.046 2.730 -4.296
116 H -1.583 2.071 -5.775
117 C -0.387 -2.056 -2.802
118 O 1.021 -2.264 -2.889
119 C 1.601 -2.257 -1.595
120 C 3.105 -2.282 -1.715
121 O 3.540 -0.947 -2.006
122 C 4.881 -0.770 -1.622
123 H -0.841 -2.771 -2.106
124 H -0.854 -2.162 -3.775
125 H -0.609 -1.066 -2.385
126 H 1.219 -3.060 -0.963
127 H 1.451 -1.278 -1.141
128 H 3.473 -2.940 -2.510
129 H 3.509 -2.639 -0.761
130 H 5.526 -1.546 -2.053
131 H 5.006 -0.774 -0.537
132 H 5.277 0.182 -1.991
133 C -2.944 -1.612 2.432
134 O -3.105 -2.621 3.399
135 C -4.316 -3.306 3.248
136 C -4.266 -4.691 3.805
137 O -4.033 -4.704 5.184
138 C -5.081 -5.283 5.962
139 H -3.722 -0.847 2.582
140 H -3.024 -1.997 1.408
141 H -1.985 -1.117 2.541
142 H -4.721 -3.293 2.227
143 H -5.085 -2.759 3.830
144 H -3.528 -5.278 3.234
145 H -5.204 -5.205 3.545
146 H -6.063 -4.983 5.597
147 H -4.885 -4.959 6.980
148 H -4.962 -6.371 5.920
149 C -4.038 -2.105 -2.120
150 O -3.692 -1.809 -3.460
151 C -4.460 -0.786 -4.060
152 C -5.720 -1.388 -4.644
153 O -6.570 -0.331 -5.071
154 C -7.918 -0.695 -5.158
155 H -3.504 -1.455 -1.423
156 H -3.706 -3.120 -1.903
157 H -5.111 -2.011 -1.928
158 H -3.858 -0.375 -4.875
159 H -4.649 0.041 -3.367
160 H -6.173 -2.074 -3.919
161 H -5.516 -1.939 -5.570
162 H -8.513 0.188 -5.382
163 H -8.269 -1.213 -4.260
164 H -8.096 -1.377 -6.009

---

Record 2
DFT (ωB97M-V with the def2-TZVPD basis set) results for 9 unconnected molecules or ions with the total composition C36H90O18.

Properties
Relative energy (zero: lowest compared OMol25 entry of this formula, charge and spin) ... 4.9993 eV
SMILES ... COCCOC.COCCOC.COCCOC.COCCOC.COCCOC.COCCOC.COCCOC.COCCOC.COCCOC
Multiplicity ... 1
Net charge ... 0
HOMO level ... -8.86 eV
Gap between HOMO and LUMO ... 9.41 eV

Atoms and positions in Å:
1 C -26.697 -2.869 -17.054
2 O -27.778 -2.570 -17.931
3 C -28.165 -1.221 -18.003
4 C -29.615 -1.212 -18.522
5 O -30.713 -1.713 -17.708
6 C -30.897 -1.265 -16.362
7 H -26.980 -2.699 -16.016
8 H -25.818 -2.266 -17.282
9 H -26.570 -3.947 -17.148
10 H -27.507 -0.605 -18.615
11 H -28.115 -0.725 -17.033
12 H -29.637 -1.565 -19.553
13 H -29.896 -0.166 -18.643
14 H -31.801 -1.738 -15.978
15 H -30.865 -0.177 -16.302
16 H -30.106 -1.535 -15.662
17 C -31.400 -0.642 -23.975
18 O -32.144 -0.915 -22.809
19 C -32.021 0.044 -21.732
20 C -32.835 -0.553 -20.581
21 O -32.780 0.381 -19.517
22 C -33.393 0.029 -18.280
23 H -31.547 0.373 -24.345
24 H -31.580 -1.383 -24.755
25 H -30.333 -0.741 -23.779
26 H -32.260 1.102 -21.839
27 H -30.980 0.000 -21.412
28 H -32.312 -1.437 -20.215
29 H -33.791 -0.783 -21.052
30 H -34.431 -0.180 -18.540
31 H -33.379 0.749 -17.462
32 H -32.989 -0.892 -17.860
33 C -24.593 9.724 -18.377
34 O -25.977 9.398 -18.051
35 C -26.312 9.669 -16.687
36 C -27.669 9.087 -16.404
37 O -27.538 7.671 -16.317
38 C -28.680 7.017 -15.820
39 H -23.813 9.420 -17.678
40 H -24.504 10.800 -18.523
41 H -24.376 9.196 -19.307
42 H -26.513 10.739 -16.648
43 H -25.530 9.317 -16.014
44 H -28.331 9.335 -17.234
45 H -28.123 9.417 -15.470
46 H -29.510 7.036 -16.526
47 H -28.857 7.438 -14.831
48 H -28.398 5.972 -15.691
49 C -30.552 3.094 -16.651
50 O -30.885 3.308 -15.223
51 C -31.740 4.421 -14.962
52 C -32.419 4.440 -13.602
53 O -33.595 3.590 -13.427
54 C -33.481 2.129 -13.569
55 H -30.299 4.007 -17.189
56 H -31.303 2.714 -17.343
57 H -29.712 2.405 -16.754
58 H -32.411 4.594 -15.804
59 H -31.041 5.257 -14.931
60 H -32.807 5.438 -13.397
61 H -31.639 4.117 -12.912
62 H -32.628 1.753 -13.002
63 H -33.266 1.916 -14.616
64 H -34.395 1.611 -13.280
65 C -37.218 -4.211 -12.011
66 O -36.505 -4.878 -10.953
67 C -35.085 -4.932 -10.999
68 C -34.271 -3.645 -10.700
69 O -34.689 -2.648 -11.643
70 C -34.142 -1.336 -11.557
71 H -38.307 -4.270 -11.988
72 H -37.021 -4.662 -12.984
73 H -36.906 -3.174 -12.133
74 H -34.725 -5.287 -11.965
75 H -34.705 -5.655 -10.276
76 H -33.204 -3.739 -10.902
77 H -34.455 -3.264 -9.695
78 H -34.999 -0.694 -11.760
79 H -33.361 -1.094 -12.277
80 H -33.777 -1.094 -10.559
81 C -35.212 6.875 -8.112
82 O -35.778 7.089 -9.428
83 C -35.256 6.512 -10.616
84 C -35.874 5.180 -10.984
85 O -35.542 4.158 -10.003
86 C -34.215 3.766 -9.994
87 H -34.597 7.668 -7.688
88 H -34.673 5.930 -8.045
89 H -36.112 6.852 -7.497
90 H -34.192 6.506 -10.853
91 H -35.536 7.295 -11.321
92 H -35.394 4.847 -11.904
93 H -36.933 5.301 -11.212
94 H -33.898 3.721 -8.952
95 H -33.537 4.404 -10.560
96 H -34.016 2.789 -10.435
97 C -37.775 1.281 -14.308
98 O -37.023 0.070 -14.022
99 C -36.437 -0.491 -15.210
100 C -35.510 -1.653 -14.910
101 O -35.136 -2.457 -16.029
102 C -34.361 -3.632 -15.786
103 H -37.757 1.971 -13.465
104 H -38.823 1.172 -14.589
105 H -37.394 1.925 -15.101
106 H -35.721 0.248 -15.570
107 H -37.190 -0.693 -15.972
108 H -35.794 -2.408 -14.177
109 H -34.532 -1.295 -14.588
110 H -34.894 -4.355 -15.167
111 H -33.512 -3.363 -15.157
112 H -33.903 -4.101 -16.657
113 C -26.367 1.860 -19.821
114 O -27.502 2.188 -19.010
115 C -28.628 2.302 -19.871
116 C -28.684 3.697 -20.514
117 O -29.416 4.603 -19.666
118 C -29.938 5.812 -20.254
119 H -26.444 0.925 -20.376
120 H -25.529 1.623 -19.165
121 H -26.121 2.734 -20.424
122 H -29.514 2.360 -19.239
123 H -28.808 1.486 -20.571
124 H -29.229 3.498 -21.436
125 H -27.704 4.117 -20.739
126 H -29.166 6.533 -20.521
127 H -30.503 6.312 -19.467
128 H -30.546 5.516 -21.109
129 C -37.191 1.513 -10.735
130 O -38.484 2.144 -11.052
131 C -39.649 1.556 -10.530
132 C -39.938 1.996 -9.078
133 O -40.372 3.394 -9.060
134 C -39.408 4.439 -9.292
135 H -37.016 1.979 -9.765
136 H -36.366 1.837 -11.369
137 H -37.237 0.426 -10.656
138 H -39.589 0.467 -10.537
139 H -40.536 1.782 -11.121
140 H -39.014 1.819 -8.527
141 H -40.773 1.440 -8.652
142 H -39.179 4.507 -10.355
143 H -38.496 4.170 -8.759
144 H -39.722 5.400 -8.883